22
Properties=species:S:1:pos:R:3:lowdin_charge:R:1 method="wB97M-V/def2-TZVPD" total_charge=+1 largest_force_ev_per_a=1.89 lumo_ev=-3.62
C 2.107 -1.446 1.097 -0.14
C 3.053 -0.592 1.524 0.09
N 0.794 -1.393 1.760 0.16
H 2.188 -2.159 0.271 0.13
H 4.020 -0.545 1.018 0.09
H 2.843 0.042 2.381 0.09
H 0.796 -1.702 2.762 0.20
H 0.452 -0.428 1.740 0.10
H 0.102 -1.897 1.237 0.14
C -0.810 0.281 0.082 -0.12
C -1.682 0.980 -0.980 -0.49
C -0.805 1.888 -1.853 -0.07
N -2.432 0.028 -1.842 0.03
H -0.233 0.975 0.687 0.08
H -1.440 -0.344 0.736 0.08
H -0.108 -0.374 -0.434 0.07
H -2.427 1.604 -0.422 0.15
H -1.387 2.361 -2.620 0.07
H -0.309 2.669 -1.260 0.08
H -0.020 1.265 -2.336 0.09
H -2.954 -0.603 -1.241 0.06
H -1.749 -0.608 -2.307 0.09